1.
# C4H12NO2

A cluster of 2 separate species, C4H12NO2 in total (the ωB97M-V functional and the def2-TZVPD basis, the Open Molecules 2025 dataset).

Summary:
Frontier orbital gap: 11.182 eV
Max |F|: 2.88 eV/A
LUMO energy: -2.953 eV
Total energy: -364.5852 hartree
Energy relative to the best compared isomer or geometry (same formula, charge and spin): 1.362 eV

ORCA input file:
```
! wB97M-V def2-TZVPD RIJCOSX def2/J DEFGRID3
* xyz 1 1
C -0.78610 -0.80685 0.20117
C 0.60772 -0.57302 -0.32057
C 0.55387 0.01264 -1.74101
C -0.22507 1.28461 -1.99124
O -0.63248 2.00278 -1.10603
N -1.19160 0.38130 0.99896
H -1.67497 -1.02591 -0.44140
H -0.96277 -1.72450 0.77419
H 1.08985 0.14967 0.35455
H 1.23669 -1.43708 -0.41072
H 1.54293 0.50751 -1.96757
H 0.24045 -0.70239 -2.49418
H -0.37338 1.59188 -3.06238
H -1.07260 1.25645 0.42540
H -0.54165 0.55209 1.77332
H -2.13244 0.48292 1.37467
H 1.64515 -0.10400 3.09238
H 1.58437 -1.31169 2.10366
O 1.09202 -0.53640 2.43679
*
```

2.
# C4H12NO2P

A cluster of 2 separate species, C4H12NO2P in total (the ωB97M-V functional and the def2-TZVPD basis, the Open Molecules 2025 dataset).

Summary:
Frontier orbital gap (alpha / beta): 7.962 / 8.196 eV
Max |F|: 6.35 eV/A
LUMO energy (alpha / beta): -0.203 / -0.337 eV
Total energy: -706.1162 hartree
Energy relative to the best compared isomer or geometry (same formula, charge and spin): 3.359 eV

ORCA input file:
```
! wB97M-V def2-TZVPD RIJCOSX def2/J DEFGRID3
* xyz 0 1
C -1.08101 0.37362 -1.34830
C -0.22649 2.12618 0.12737
C 0.85692 -2.79716 0.02386
C -0.41497 0.67921 -0.06453
N -0.96417 0.05875 1.09892
O 1.83454 0.13246 1.36896
O 2.35674 0.61088 -1.00097
P 1.30311 0.01604 -0.17283
H -0.29392 0.60014 -2.00002
H -1.92186 1.07779 -1.60812
H -1.45694 -0.74302 -1.55063
H 0.26827 2.27263 1.02514
H 0.29882 2.49177 -0.79171
H -1.19960 2.67531 0.01130
H 0.25316 -2.75511 1.00862
H 0.24992 -3.05759 -0.74872
H 1.94549 -2.97244 0.28002
H -1.20805 -0.88652 0.99054
H -1.82007 0.52446 1.42088
H 1.22011 -0.42739 1.93022
*
```

3.
# C4H12NO3

A cluster of 2 separate species, C4H12NO3 in total (the ωB97M-V functional and the def2-TZVPD basis, the Open Molecules 2025 dataset).

Summary:
Frontier orbital gap: 7.293 eV
Max |F|: 0.73 eV/A
LUMO energy: 3.675 eV
Total energy: -440.0894 hartree
Energy relative to the best compared isomer or geometry (same formula, charge and spin): 0.510 eV

ORCA input file:
```
! wB97M-V def2-TZVPD RIJCOSX def2/J DEFGRID3
* xyz -1 1
C 0.39349 -0.02359 -0.85315
C 1.46519 -0.86546 -0.17946
C 1.09164 -2.35058 -0.05065
O -0.23377 -2.61883 -0.48832
N -0.77832 0.13592 0.02692
C -0.59811 0.89795 1.28315
O -0.37943 2.22033 1.13290
H 0.83714 0.93185 -1.15419
H -0.00939 -0.49324 -1.74532
H 2.44446 -0.69973 -0.63704
H 1.59278 -0.40836 0.80218
H 1.72016 -2.96536 -0.68627
H 1.22380 -2.63688 1.00033
H -0.79612 -1.92959 -0.08871
H -1.46702 0.66832 -0.49555
H -1.47796 0.60749 1.89324
H 0.22320 0.42606 1.85259
H -1.39830 2.82409 0.19997
H -1.77075 3.00524 -1.34607
O -2.08267 3.27437 -0.46657
*
```

4.
# C4H12NO3

A cluster of 2 separate species, C4H12NO3 in total (the ωB97M-V functional and the def2-TZVPD basis, the Open Molecules 2025 dataset).

Summary:
Frontier orbital gap: 7.173 eV
Max |F|: 4.71 eV/A
LUMO energy: 3.747 eV
Total energy: -440.0461 hartree
Energy relative to the best compared isomer or geometry (same formula, charge and spin): 1.689 eV

ORCA input file:
```
! wB97M-V def2-TZVPD RIJCOSX def2/J DEFGRID3
* xyz -1 1
C -0.65210 -0.06687 2.08709
C -0.10675 0.86897 1.01561
C 1.17092 1.68228 1.53073
O 2.39317 1.44447 0.93908
N 0.42576 0.20115 -0.24891
C -0.04183 -1.22654 -0.40907
O -1.26048 -1.14971 -1.04008
H 0.24758 -0.57695 2.54089
H -1.50977 -0.68478 1.66178
H -1.06321 0.48846 2.93112
H -0.90504 1.53289 0.80116
H 0.94646 2.66395 1.43809
H 1.36021 1.28879 2.56147
H 2.40331 0.61134 0.42753
H 0.00045 0.65196 -1.00124
H 0.64515 -1.72572 -1.14653
H 0.01891 -1.74277 0.51466
H -1.20531 -1.24742 -2.53993
H -2.49904 -1.27776 -3.38762
O -1.58787 -1.41189 -3.44964
*
```

5.
# C4H12NO3

A structure of composition C4H12NO3 (the ωB97M-V functional and the def2-TZVPD basis, the Open Molecules 2025 dataset).

Summary:
Frontier orbital gap (alpha / beta): 4.396 / 6.373 eV
Max |F|: 3.52 eV/A
LUMO energy (alpha / beta): 6.907 / 6.798 eV
Total energy: -439.8004 hartree
Energy relative to the best compared isomer or geometry (same formula, charge and spin): 2.420 eV

ORCA input file:
```
! wB97M-V def2-TZVPD RIJCOSX def2/J DEFGRID3
* xyz -2 2
C -1.40806 0.65130 -0.30031
O -1.70763 -0.54366 -0.92444
C 0.14422 0.93808 0.18618
C 0.75325 -0.43100 0.69898
C 1.41087 -1.18005 -0.41207
O 2.53131 -0.45588 -0.92955
N 1.80695 1.88251 -0.14743
H -1.95888 0.84700 0.62289
H -1.49941 1.56166 -0.92373
H 0.05090 1.63801 1.03776
H -0.14307 -0.90483 1.14096
H 1.45850 -0.18297 1.49080
H 0.76668 -1.19259 -1.30703
H 1.68563 -2.24361 -0.17305
H 2.43465 0.55321 -0.68439
H 0.74322 1.33907 -0.80652
H 1.45353 2.82250 0.01758
H -2.91825 -2.39359 0.95053
H -2.29057 -1.14527 -0.19523
O -3.31385 -1.55989 0.65805
*
```

6.
# C4H12NO3

A cluster of 2 separate species, C4H12NO3 in total (the ωB97M-V functional and the def2-TZVPD basis, the Open Molecules 2025 dataset).

Summary:
Frontier orbital gap: 11.725 eV
Max |F|: 4.26 eV/A
LUMO energy: -3.555 eV
Total energy: -439.7690 hartree
Energy relative to the best compared isomer or geometry (same formula, charge and spin): 2.873 eV

ORCA input file:
```
! wB97M-V def2-TZVPD RIJCOSX def2/J DEFGRID3
* xyz 1 1
O -0.06448 -2.35688 0.95518
C 0.28551 -1.94185 -0.38346
C 1.54293 -0.96946 -0.01622
N 0.98326 0.09099 0.84939
C 0.82117 1.57468 0.10985
C -0.21125 1.53912 -0.88697
O -0.19203 -2.28836 -1.40661
H -0.91085 -2.80134 0.90341
H 2.17598 -0.55617 -0.97599
H 2.46856 -1.47467 0.54043
H 1.55223 0.22249 1.74532
H -0.06858 -0.11553 1.09658
H 0.47873 2.11879 1.01438
H 1.79376 1.81260 -0.22013
H -0.68507 2.50219 -1.24000
H 0.20599 1.18844 -1.81855
H -1.23106 1.21285 -0.71365
H -3.65363 0.35798 -0.02073
H -2.53200 -0.53414 0.11361
O -2.75918 0.41828 0.35415
*
```

7.
# C4H12NO3

A cluster of 2 separate species, C4H12NO3 in total (the ωB97M-V functional and the def2-TZVPD basis, the Open Molecules 2025 dataset).

Summary:
Frontier orbital gap: 11.576 eV
Max |F|: 1.72 eV/A
LUMO energy: -3.406 eV
Total energy: -439.8533 hartree
Energy relative to the best compared isomer or geometry (same formula, charge and spin): 0.578 eV

ORCA input file:
```
! wB97M-V def2-TZVPD RIJCOSX def2/J DEFGRID3
* xyz 1 1
O -1.51106 -1.30426 -1.40692
C -0.68721 -0.46660 -1.63602
O -0.70742 0.29938 -2.74117
C 0.39999 -0.01925 -0.67377
C 0.54166 -0.95776 0.50258
C 1.94818 -1.03317 1.09881
N 0.09387 1.37278 -0.25610
H -1.59317 0.35258 -3.12776
H 1.26763 -0.07400 -1.28026
H 0.34922 -1.98350 0.19203
H -0.13031 -0.68276 1.31068
H 2.26442 -0.18247 1.71373
H 2.81574 -1.19112 0.45507
H 1.98038 -1.87377 1.77664
H 0.42341 2.10439 -0.88779
H 0.41825 1.55293 0.69824
H -0.93411 1.49333 -0.12873
H -2.64771 0.32462 1.00024
H -2.22604 1.20432 2.16499
O -2.06572 1.06432 1.22551
*
```

8.
# C4H12NO3

A cluster of 2 separate species, C4H12NO3 in total (the ωB97M-V functional and the def2-TZVPD basis, the Open Molecules 2025 dataset).

Summary:
Frontier orbital gap: 10.930 eV
Max |F|: 1.62 eV/A
LUMO energy: -3.554 eV
Total energy: -439.8571 hartree
Energy relative to the best compared isomer or geometry (same formula, charge and spin): 0.473 eV

ORCA input file:
```
! wB97M-V def2-TZVPD RIJCOSX def2/J DEFGRID3
* xyz 1 1
O 1.17112 -2.29805 0.21745
C 0.53787 -1.54347 0.87719
O 0.53423 -1.49485 2.22935
C -0.34411 -0.44096 0.31824
C 0.47558 0.83574 0.08809
C -0.39536 1.98630 -0.36053
N -1.45488 -0.15477 1.30500
H 1.17865 -2.11775 2.60218
H -0.85592 -0.74503 -0.59323
H 1.15868 0.55947 -0.70965
H 1.07402 1.01257 0.97794
H -0.78360 2.61019 0.46437
H -1.20579 1.73610 -1.04621
H 0.18226 2.75438 -0.87550
H -1.07622 -0.00476 2.25339
H -2.11872 -0.92990 1.31608
H -1.96777 0.69613 1.04068
H 0.84971 -1.47235 -3.30620
H 1.96819 -0.45273 -3.56848
O 1.07206 -0.53625 -3.23016
*
```

9.
# C4H12NO3

A cluster of 3 separate species, C4H12NO3 in total (the ωB97M-V functional and the def2-TZVPD basis, the Open Molecules 2025 dataset).

Summary:
Frontier orbital gap (alpha / beta): 3.831 / 3.670 eV
Max |F|: 1.71 eV/A
LUMO energy (alpha / beta): -13.615 / -13.711 eV
Total energy: -439.1626 hartree
Energy relative to the best compared isomer or geometry (same formula, charge and spin): 5.181 eV

ORCA input file:
```
! wB97M-V def2-TZVPD RIJCOSX def2/J DEFGRID3
* xyz 2 2
C 0.09748 -1.88308 -2.25312
C -0.44564 -1.46648 -0.84019
C 0.52020 -0.43742 -0.36674
C 0.09886 0.96117 -0.23182
O 1.16973 2.39080 2.40329
O 0.90621 1.84977 -0.14164
N -0.46928 -2.61014 0.03816
H 0.52815 -1.03262 -2.78192
H 0.90175 -2.60766 -2.14773
H -0.71200 -2.32255 -2.82981
H -1.42996 -1.00587 -0.93104
H 1.58334 -0.63614 -0.23217
H -0.97278 1.18258 -0.17544
H 1.51507 2.13531 1.54523
H 1.88822 2.63178 2.99909
H 0.16825 -2.72700 0.83516
H -1.25038 -3.26509 -0.10494
H -2.03470 2.81188 2.15274
H -0.57018 2.97891 1.67047
O -1.49235 3.05185 1.39239
*
```

10.
# C4H12NO6

A cluster of 4 separate species, C4H12NO6 in total (the ωB97M-V functional and the def2-TZVPD basis, the Open Molecules 2025 dataset).

Summary:
Frontier orbital gap: 8.266 eV
Max |F|: 6.70 eV/A
LUMO energy: 3.354 eV
Total energy: -665.8551 hartree
Energy relative to the best compared isomer or geometry (same formula, charge and spin): 2.069 eV

ORCA input file:
```
! wB97M-V def2-TZVPD RIJCOSX def2/J DEFGRID3
* xyz -1 1
C -1.05257 -0.19773 -1.89066
C -1.56708 0.85780 -0.98350
N -1.76669 0.58946 0.34399
C -1.27602 -0.59901 1.15523
C 0.26350 -0.13081 1.27347
O 0.86545 0.07887 0.24502
O 0.46384 0.13969 2.50357
O -1.89194 1.95988 -1.41222
H 0.06331 -0.21317 -1.69810
H -1.59082 -1.14064 -1.80881
H -1.09017 0.00321 -3.01969
H -2.17119 1.23228 0.92490
H -1.25122 -1.49925 0.65778
H -1.70198 -0.93107 2.05497
H 0.82203 2.28411 1.46797
H -0.38510 2.09890 0.38765
O 0.16891 2.72066 0.98413
H 0.68396 -2.47128 -0.58976
H 1.88333 -2.46073 -1.20022
O 1.27750 -3.16263 -0.91849
H 3.27634 -0.46538 0.41464
H 2.52132 0.76435 0.61336
O 3.45527 0.54249 0.49478
*
```

11.
# C4H12NOP

A cluster of 2 separate species, C4H12NOP in total (the ωB97M-V functional and the def2-TZVPD basis, the Open Molecules 2025 dataset).

Summary:
Frontier orbital gap (alpha / beta): 8.059 / 8.040 eV
Max |F|: 6.78 eV/A
LUMO energy (alpha / beta): -0.886 / 0.047 eV
Total energy: -630.7616 hartree
Energy relative to the best compared isomer or geometry (same formula, charge and spin): 7.048 eV

ORCA input file:
```
! wB97M-V def2-TZVPD RIJCOSX def2/J DEFGRID3
* xyz 0 1
C -0.81777 -2.60671 -0.26250
C -2.76269 1.01985 0.04032
C 4.32264 1.10454 -0.75438
C 0.25836 0.66157 1.17719
N -1.10586 -1.23188 -0.42329
O -1.50965 1.16858 -0.60573
P -0.33461 0.12284 -0.52950
H -1.05602 -3.04960 0.67800
H 0.23451 -2.66068 -0.49073
H -1.43915 -2.98450 -1.07632
H -2.84416 1.18485 1.05576
H -3.01003 -0.01259 -0.18900
H -3.48311 1.76897 -0.48225
H 4.62408 0.55874 -1.57611
H 3.43519 0.79739 -0.31232
H 4.51475 2.03587 -0.77737
H 0.64560 -0.17911 1.78592
H 1.00283 1.47633 1.02979
H -0.67490 0.82553 1.71251
*
```

12.
# C4H12NOS

A structure of composition C4H12NOS (the ωB97M-V functional and the def2-TZVPD basis, the Open Molecules 2025 dataset).

Summary:
Frontier orbital gap: 7.080 eV
Max |F|: 5.49 eV/A
LUMO energy: 4.066 eV
Total energy: -687.7252 hartree
Energy relative to the best compared isomer or geometry (same formula, charge and spin): 2.798 eV

ORCA input file:
```
! wB97M-V def2-TZVPD RIJCOSX def2/J DEFGRID3
* xyz -1 1
C -0.53168 -1.35895 -0.87784
C -1.60432 -0.35637 -0.70378
S -1.69407 0.04194 1.17453
C 0.87083 -0.61250 -1.39667
N 2.05296 -0.95340 -0.63798
C 2.70982 0.27313 0.03673
H -0.12996 -1.93178 0.03746
H -0.70847 -2.16285 -1.67399
H -2.56488 -0.83785 -0.97088
H -1.65227 0.60751 -1.11559
H 1.09359 -0.61937 -2.48532
H 0.59796 0.43587 -1.27023
H 1.96868 -1.55745 0.06733
H 1.80638 0.93325 0.26862
H 3.60451 0.74828 -0.64047
H 3.11350 -0.02955 1.04443
H -0.94607 2.80074 0.64479
H -0.47671 1.23250 1.27741
O -0.20497 2.33896 1.01741
*
```

13.
# C4H12NOS

A cluster of 2 separate species, C4H12NOS in total (the ωB97M-V functional and the def2-TZVPD basis, the Open Molecules 2025 dataset).

Summary:
Frontier orbital gap (alpha / beta): 1.964 / 6.185 eV
Max |F|: 0.83 eV/A
LUMO energy (alpha / beta): 5.874 / 5.786 eV
Total energy: -687.6728 hartree
Energy relative to the best compared isomer or geometry (same formula, charge and spin): 0.000 eV

ORCA input file:
```
! wB97M-V def2-TZVPD RIJCOSX def2/J DEFGRID3
* xyz -2 2
C 2.18007 -1.29937 -0.20982
N 1.31154 -0.35073 -0.92155
C 0.18517 0.14564 -0.07526
C -0.73623 0.96217 -0.98045
S -2.26936 1.60189 -0.19107
C 0.67991 0.87839 1.17199
H 2.78816 -0.84276 0.57645
H 1.56718 -2.06502 0.26944
H 2.89952 -1.73772 -0.90584
H 1.85781 0.48789 -1.10245
H -0.35973 -0.75716 0.21246
H -0.17358 1.81833 -1.34745
H -0.97814 0.36505 -1.85873
H 0.89245 0.16925 1.96526
H -0.08345 1.58591 1.50834
H 1.59947 1.41616 0.97458
H -3.65318 -0.69566 -0.44440
H -3.69201 -0.54242 1.02203
O -4.01559 -1.13984 0.33647
*
```